This record from OMol25 describes a molecular structure, CH3ClN2S. The level of theory is the ωB97M-V functional and the def2-TZVPD basis.

2S+1	1
LUMO	-0.265	eV
HOMO energy	-0.304	Eh
energy above the lowest of the compared OMol25 structures with the same formula, charge and spin	321.3	kJ/mol
DFT total energy	-27419.823	eV
strongest force on any atom	5.8	eV/A

```
8
Properties=species:S:1:pos:R:3:forces:R:3:nbo_charge:R:1
C -1.36353 0.00931 0.03644 2.606 1.827 0.988 -0.23
N 1.40061 -0.14294 0.01271 1.210 -1.033 -2.334 -0.62
N 0.44927 0.65972 0.49070 -5.065 1.300 -2.429 -0.40
S -2.49929 1.10702 -0.17739 0.277 -0.694 0.044 0.10
Cl -1.27625 -1.65483 -0.04750 -0.293 -0.529 -0.110 0.09
H 1.70960 -0.76389 0.70464 0.433 -0.615 1.392 0.35
H 1.46426 -0.73568 -0.88771 -1.079 1.999 1.199 0.35
H 0.11532 1.52128 -0.13189 1.911 -2.254 1.251 0.36
```
Positions in Å, forces in eV/Å.